83
Properties=species:S:1:pos:R:3:lowdin_charge:R:1 method="wB97M-V/def2-TZVPD" orbital_gap_ha="0.190 / 0.187" lumo_energy_ev="-4.60 / -8.78" spin_multiplicity=5 total_charge=+2 e_tot_ev=-57747.2827
H 7.205 -1.338 -3.689 0.113
H 2.151 3.772 2.305 0.059
H 3.787 -1.336 -1.737 0.041
C 6.728 -1.045 -2.741 -0.168
H 6.029 -0.837 -5.874 0.131
H 1.297 0.867 -3.488 0.054
H 1.443 -0.885 -3.185 0.052
C 4.957 -0.048 -4.192 -0.151
C -1.678 0.145 0.789 -0.332
C 3.269 -1.710 0.352 -0.354
C 1.937 0.084 -3.066 -0.207
H 2.866 0.056 -3.638 0.012
H -1.166 3.534 0.216 0.089
H -0.716 1.791 -3.228 0.073
C 5.230 -2.542 -4.830 -0.175
H -2.408 -1.136 -3.001 0.122
C -1.103 1.141 -1.218 -0.361
H -0.922 -0.343 -3.573 0.078
H 4.552 -0.226 -0.608 0.093
H -3.354 0.167 2.141 0.122
C -2.081 -2.281 0.011 -0.010
C -1.580 -0.883 -0.200 -0.345
C 5.628 -0.074 -3.029 -0.139
H 0.094 -2.722 2.444 0.049
C -2.276 -0.048 2.149 0.012
C 5.000 -2.937 -2.359 -0.153
C -0.958 2.215 -2.254 -0.004
H -2.777 2.982 0.713 0.121
H 3.548 2.319 -0.340 0.049
H -3.181 -2.281 0.091 0.121
H 2.374 2.857 -1.577 0.054
H 0.092 0.150 3.678 0.013
H 3.612 1.659 3.098 0.058
H 0.167 -3.907 -0.038 0.054
H 7.498 -0.526 -2.139 0.125
C -1.348 -0.953 -2.774 0.003
C 5.125 -1.065 -5.282 -0.171
H -1.890 2.787 -2.349 0.114
C -1.701 2.748 0.754 0.001
H 3.927 2.130 -2.086 0.058
H 0.515 3.693 1.641 0.012
H 3.459 -3.312 -3.753 0.109
H 3.349 -0.074 2.887 0.028
C 3.272 0.897 2.380 -0.203
H -1.415 2.754 1.811 0.071
P 2.311 0.470 -1.336 0.775
H 7.129 -3.066 -2.121 0.132
C -1.424 1.398 0.153 -0.318
H 1.879 -4.073 -0.547 0.068
C 1.516 3.257 1.566 -0.185
H -1.808 0.626 2.864 0.052
H 1.757 -3.369 2.529 0.075
H -1.692 -2.693 0.950 0.073
C 3.601 -0.759 -0.815 -0.375
H 4.477 -3.471 -1.559 0.091
P 1.461 -1.955 0.580 0.789
C 1.028 -3.378 -0.475 -0.207
H 4.856 -3.163 -5.667 0.126
Os 0.308 0.113 -0.055 1.099
H 6.291 -2.117 -0.898 0.109
H 1.136 1.375 4.384 0.054
H -0.841 -1.920 -2.763 0.077
H 6.293 -2.784 -4.685 0.112
H 4.275 -0.953 -5.975 0.116
H 4.349 0.825 -4.466 0.106
H 0.757 -3.032 -1.486 0.041
C 6.319 -2.331 -1.981 -0.168
C 4.473 -2.929 -3.593 -0.101
C 1.157 -2.474 2.308 -0.202
H 5.492 0.733 -2.301 0.091
H -2.142 -1.079 2.488 0.090
H -1.813 -2.933 -0.822 0.082
H -0.360 1.857 3.585 0.026
H 1.427 -1.680 3.017 0.037
H 3.970 0.904 1.536 0.015
H -0.174 2.925 -1.964 0.086
C -1.213 -0.274 -1.448 -0.350
H 3.729 -2.700 0.190 0.083
Si 1.479 1.360 1.879 0.536
H 3.708 -1.295 1.267 0.062
C 0.484 1.160 3.525 -0.198
C 3.125 2.089 -1.331 -0.220
H 1.910 3.498 0.572 0.005

83
Properties=species:S:1:pos:R:3:lowdin_charge:R:1 method="wB97M-V/def2-TZVPD" orbital_gap_ha="0.206 / 0.217" lumo_energy_ev="-3.75 / -3.44" spin_multiplicity=1 total_charge=+1 e_tot_ev=-75990.7911
C 0.050 1.267 4.329 -0.259
H -0.827 -4.232 3.274 0.035
H -1.511 -1.086 -7.379 0.073
H 3.601 -0.723 3.597 0.073
H 1.110 2.539 -8.633 0.039
H -3.747 -1.149 2.527 0.026
H 1.847 1.672 -7.236 0.027
H -0.748 4.753 -7.325 0.033
H 4.282 0.816 4.141 0.105
C -1.930 -2.562 5.933 -0.227
Sc 0.488 0.486 2.088 1.071
C 2.226 0.934 3.586 -0.290
H -2.097 -2.285 -5.439 0.039
H 1.917 3.736 1.607 0.083
H -2.093 1.303 4.308 0.079
C -1.266 1.090 5.003 -0.032
H 2.110 -1.679 -0.824 0.118
H 2.850 0.884 0.472 0.101
H 0.317 -1.398 5.284 0.030
H -1.129 0.562 -1.012 0.121
C -0.219 -0.062 -0.978 -0.173
H 0.608 -1.691 -3.805 0.007
C 0.608 -1.861 1.864 -0.213
H -2.272 3.833 -7.386 0.030
H -1.396 0.068 5.378 0.029
Si -2.114 -2.250 4.082 0.644
C 2.563 3.149 2.271 -0.023
H 0.023 -2.226 -0.816 0.120
C 0.587 -1.458 -4.876 -0.327
H 3.105 3.854 2.912 0.106
C -2.197 -1.347 -4.877 -0.324
H 0.073 -0.235 -2.033 0.103
C -3.691 -1.338 3.610 -0.219
C 3.586 0.360 3.423 -0.022
C -0.770 -0.331 -7.077 -0.434
H 3.990 0.539 2.417 0.077
H -0.440 4.289 4.068 0.104
C -0.583 -1.426 -0.359 -0.175
H -1.374 1.773 5.861 0.109
C -0.504 -1.489 1.140 -0.206
C 1.285 -0.885 5.176 -0.027
H 2.698 -2.116 2.108 0.103
H -2.564 -4.589 3.480 0.039
H 1.719 3.454 -7.211 0.032
H -3.114 -0.826 -5.179 0.037
H -0.732 1.094 -8.734 0.077
H 0.225 -0.680 -7.392 0.073
H 0.448 -2.266 2.876 0.079
C 1.962 -2.158 1.289 -0.169
H -0.972 -3.047 6.174 0.035
H -2.244 -1.557 -3.802 0.017
H 3.300 2.632 1.654 0.072
H -1.089 3.689 -8.724 0.040
H -2.197 1.189 -7.719 0.074
H -1.490 -1.493 1.633 0.063
C 2.427 -1.243 0.138 -0.156
H -1.988 -3.702 2.038 0.027
C 2.018 0.209 0.244 -0.160
H 1.993 -1.590 4.719 0.081
C 1.233 2.527 -7.541 -0.321
C 1.172 0.366 4.378 -0.264
H 1.542 -1.000 -5.159 0.033
H -2.028 -1.651 6.541 0.030
P -0.412 2.449 -6.709 0.773
H 1.654 -0.657 6.190 0.110
H 3.533 -1.265 0.145 0.129
C -0.439 3.570 3.240 -0.019
H -3.767 -0.369 4.125 0.019
H -2.748 -3.253 6.190 0.038
C -1.209 3.812 -7.642 -0.336
H -1.628 -1.639 -0.652 0.125
C 1.773 2.202 3.088 -0.284
H 0.746 1.823 -0.361 0.127
C 0.846 0.736 -0.252 -0.164
P -0.756 -0.248 -5.204 0.781
H -4.552 -1.958 3.900 0.038
H 0.430 -2.378 -5.454 0.044
H 1.992 -3.200 0.918 0.136
C 0.425 2.397 3.533 -0.276
H -1.480 3.266 3.075 0.084
C -1.844 -3.844 3.117 -0.218
H -0.093 4.098 2.349 0.077
C -1.110 1.024 -7.703 -0.457

83
Properties=species:S:1:pos:R:3:lowdin_charge:R:1 method="wB97M-V/def2-TZVPD" orbital_gap_ha="0.163 / 0.174" lumo_energy_ev="-8.25 / -7.95" spin_multiplicity=1 total_charge=+2 e_tot_ev=-61111.4675
C -1.557 -2.176 -0.851 -0.338
C 2.566 -2.363 -0.533 -0.013
C -1.265 3.104 -0.126 -0.147
H -1.217 1.911 1.742 0.115
H 1.695 -2.911 -0.921 0.038
C -1.523 1.886 0.696 -0.042
H 2.714 2.202 2.932 0.121
C 0.215 -0.185 3.479 -0.023
P -6.275 4.138 0.575 0.742
C -3.121 0.865 -1.007 -0.171
H 1.344 -3.539 2.472 0.124
H -3.348 -4.490 -1.471 0.047
H -2.600 0.056 0.996 0.127
H 3.058 -1.887 -1.390 0.091
C 1.265 -1.625 1.603 -0.270
C 2.632 -0.026 0.615 -0.246
H -8.255 3.211 1.602 0.038
C -6.755 5.768 1.299 -0.318
H -0.641 -5.282 -0.135 0.045
H -1.048 3.919 0.583 0.140
H -2.161 3.442 -0.669 0.049
C 2.183 -1.382 0.515 -0.247
H -2.342 -1.647 -1.417 0.000
C -4.224 6.456 -1.807 -0.300
C -0.066 3.001 -1.105 -0.124
H -2.546 2.201 -2.617 0.109
C -6.267 4.620 -1.223 -0.596
C -0.862 0.851 -2.307 -0.221
H -0.272 -2.788 2.560 0.092
H 3.255 -3.104 -0.096 0.127
H 3.208 1.706 -0.493 0.072
H -0.165 0.846 3.471 0.071
H -5.919 6.476 1.287 0.028
H 0.857 3.217 -0.545 0.114
C -2.824 -4.236 -2.404 -0.164
C -0.141 -4.986 -1.068 -0.177
H 1.146 1.510 -2.169 0.130
H -4.241 6.937 -0.822 0.034
H -7.039 5.581 2.343 0.040
C -2.270 0.802 0.262 -0.213
C -7.978 3.442 0.566 -0.332
H -0.552 0.139 -3.071 0.117
C -2.356 1.163 -2.308 -0.152
H 0.946 -2.793 -3.152 0.024
C -4.725 4.317 -3.464 -0.325
H -5.480 5.014 -3.847 0.050
H -8.674 4.174 0.140 0.047
H -2.001 -2.490 0.108 0.045
H -5.062 3.283 -3.613 0.031
H 0.897 -4.732 -0.824 0.016
H -2.804 0.556 -3.109 0.133
Sn -0.283 -0.446 -0.393 1.531
H -0.542 -2.282 -3.977 0.029
H 2.361 2.611 1.236 0.077
H -3.366 -3.410 -2.886 0.038
C -0.069 -3.112 -3.430 -0.170
C 1.970 0.581 1.721 -0.207
H -0.113 -5.871 -1.725 0.057
H -2.792 -5.110 -3.070 0.052
H -7.993 2.521 -0.027 0.031
H -3.770 4.466 -3.983 0.032
H -6.735 5.607 -1.383 0.061
H 1.033 2.360 2.378 0.076
H -3.237 6.617 -2.261 0.035
H 4.563 0.632 -0.077 0.107
C 0.615 -2.914 1.928 -0.012
C 2.031 2.006 2.093 0.002
H -0.116 3.822 -1.841 0.160
H 0.677 -0.372 4.459 0.110
H -3.905 1.627 -0.876 0.109
Si -1.102 -3.631 -1.948 0.423
C 1.157 -0.407 2.356 -0.231
H -3.676 -0.074 -1.131 0.113
H 0.303 -3.466 1.028 0.051
C 3.504 0.657 -0.371 -0.032
H -0.656 -0.856 3.395 0.084
H -7.613 6.184 0.756 0.045
H 3.427 0.171 -1.357 0.079
C 0.121 1.712 -1.826 -0.108
P -4.461 4.632 -1.667 0.762
H -4.999 6.887 -2.453 0.049
H 0.028 -3.957 -4.131 0.056
H -6.794 3.854 -1.820 0.051

108
Properties=species:S:1:pos:R:3:lowdin_charge:R:1 method="wB97M-V/def2-TZVPD" orbital_gap_ha=0.227 lumo_energy_ev=1.74 spin_multiplicity=1 total_charge=-1 e_tot_ev=-153628.5846
C 0.854 -6.243 -0.879 -0.737
C 9.208 -1.200 3.221 -0.046
O -6.777 -7.668 -0.645 -0.013
C -3.675 0.687 -2.061 -0.622
O -4.605 0.869 -2.804 0.119
H 3.894 5.652 -10.846 0.096
O 1.972 0.881 -2.436 0.144
C -3.505 -7.402 -1.863 -0.029
H -5.487 -0.037 8.145 0.096
C 4.406 4.761 -10.488 -0.044
H -5.092 6.392 4.844 0.095
H -3.713 1.811 3.702 0.101
O 3.305 4.624 -7.199 0.004
H 10.168 -1.122 3.724 0.090
H -0.890 0.696 1.182 0.105
H 1.305 -5.334 2.072 0.077
Br -1.511 -4.557 -0.343 0.605
H 0.277 6.230 2.721 0.099
H 0.304 4.769 3.741 0.104
C -2.032 5.970 3.963 -0.625
O 0.057 -6.647 -1.724 -0.092
H -8.537 -7.610 0.339 0.087
H 4.316 5.688 -5.726 0.099
H 3.810 1.734 -5.535 0.089
H -3.367 -6.326 -1.933 0.055
C 3.325 1.289 -4.671 -0.032
H -0.491 -5.250 2.133 0.047
H 5.464 4.976 -10.348 0.096
O 0.976 1.366 1.834 -0.028
H -4.177 -2.190 -0.738 0.086
H -6.093 -0.992 6.772 0.099
H 8.411 -1.292 3.956 0.097
H 1.485 2.364 -0.320 0.086
H 9.040 -0.318 2.605 0.095
O 2.737 2.376 -3.948 -0.014
H -0.783 2.362 1.795 0.077
C -3.923 2.621 4.399 -0.030
C -4.031 6.569 4.994 -0.034
H 3.166 -1.662 1.095 0.094
H 1.123 -3.359 0.863 0.055
H 0.345 -6.741 1.584 0.081
O 4.369 6.274 -8.320 0.120
H 2.746 6.373 -6.218 0.097
O 2.056 -6.638 -0.618 -0.110
C 2.085 2.005 -2.842 -0.618
O 0.952 -0.848 2.253 0.134
C 3.298 5.454 -6.032 -0.029
H -4.523 -1.756 -2.422 0.100
C 3.550 -0.978 1.848 -0.020
H -4.121 3.533 3.849 0.081
O -1.384 6.576 4.774 0.129
O -5.105 2.339 5.157 0.005
C 0.849 2.831 -1.067 -0.036
C -0.127 5.228 2.854 -0.029
H 7.519 -5.043 -0.292 0.095
H -3.191 -7.872 -2.789 0.094
C -0.450 1.337 1.945 -0.034
O -3.363 5.877 3.936 -0.023
H 2.808 4.876 -5.253 0.086
H -1.814 3.265 -2.487 0.079
O -4.069 0.514 5.996 0.130
H -3.589 3.292 -2.555 0.097
H -7.110 -7.581 1.404 0.094
O -6.191 1.072 6.533 -0.001
H 6.973 -3.363 -0.505 0.097
H -3.724 6.176 5.962 0.099
H 0.500 3.793 -0.697 0.092
H 3.445 -1.421 2.836 0.100
C 0.382 -5.106 0.133 -0.786
C -2.702 2.685 -2.728 -0.046
C 0.371 -5.646 1.577 -0.116
H 4.597 -0.767 1.650 0.083
H -0.006 2.189 -1.280 0.088
O -5.003 -6.569 0.220 0.121
C -5.025 1.236 5.902 -0.623
C -5.494 -7.257 -0.634 -0.626
O -1.554 5.261 2.942 -0.002
O 7.171 -1.957 1.724 0.117
H -2.915 -7.788 -1.037 0.098
H -3.071 2.766 5.063 0.102
H 1.079 -3.428 -0.795 0.071
H 2.561 0.587 -4.996 0.101
H -7.570 -6.123 0.496 0.094
O -3.482 -0.365 -1.279 0.010
H -2.663 2.381 -3.773 0.101
C 3.879 5.175 -8.265 -0.625
O 8.358 -3.736 1.007 0.005
C 7.223 -4.134 0.221 -0.022
C 1.545 0.163 1.993 -0.619
H 6.364 -4.332 0.857 0.103
H -5.454 -1.000 -1.100 0.095
H 4.285 3.952 -11.203 0.092
C -6.242 -0.091 7.363 -0.042
O 2.854 0.278 1.784 0.005
C 8.172 -2.625 1.712 -0.624
C -4.480 -1.385 -1.400 -0.027
H 4.060 0.773 -4.055 0.099
O 3.820 4.298 -9.270 0.002
O -2.661 1.543 -1.877 -0.010
C -7.534 -7.212 0.472 -0.061
H 0.107 4.621 1.984 0.077
O 1.582 3.101 -2.268 0.002
H -0.756 0.995 2.933 0.098
O 9.284 -2.374 2.410 0.000
O -4.900 -7.743 -1.712 -0.002
H -3.822 7.636 4.945 0.096
H -7.234 -0.098 7.806 0.091
N 1.226 -3.957 0.054 0.017

123
Properties=species:S:1:pos:R:3:lowdin_charge:R:1 method="wB97M-V/def2-TZVPD" orbital_gap_ha=0.181 lumo_energy_ev=-1.85 spin_multiplicity=1 e_tot_ev=-186422.4996
N 2.447 -2.313 -4.039 -0.065
H -1.542 1.061 5.661 0.124
H 2.154 2.385 -1.973 0.086
H 2.730 0.846 -2.457 0.079
C 3.940 -1.157 -5.556 -0.068
H 3.275 -0.291 -5.600 0.048
H -6.119 1.113 5.790 0.104
O 7.002 2.109 0.777 -0.305
C -3.988 -4.114 3.019 -0.089
H -3.796 5.861 -4.846 0.105
F 4.786 -1.159 -1.241 -0.240
H -3.814 1.357 -0.829 0.137
C 3.794 4.329 -3.975 -0.033
O 2.514 -3.121 2.303 -0.303
H 3.679 -3.353 -5.280 0.132
O 0.968 -4.773 3.225 -0.309
C -3.561 1.349 6.308 -0.081
H -5.941 3.134 -0.952 0.146
H 5.211 1.471 -3.819 0.144
C -3.216 4.064 -2.396 -0.010
N -4.208 0.478 5.247 -0.260
C 2.247 -2.868 -0.484 0.038
C 2.497 2.245 -4.124 -0.161
H 3.903 -3.265 -2.792 0.174
S -2.151 -4.198 -1.525 0.451
S 5.433 -0.693 0.166 0.426
F -1.954 -4.682 -0.009 -0.199
H 2.953 -3.683 -0.357 0.117
H -4.336 6.903 -3.592 0.103
F -2.612 -6.726 -4.235 -0.199
H -3.745 3.160 1.300 0.079
O 1.470 -0.574 1.848 -0.228
H 1.061 1.303 -2.758 0.080
C 3.003 -2.680 -2.883 -0.035
C 1.197 -1.817 -3.768 -0.020
H -2.659 1.706 1.083 0.053
H 6.831 3.711 -3.279 0.150
H 1.685 2.849 -4.529 0.124
O -3.242 -3.292 -1.313 -0.292
O 4.518 0.268 0.705 -0.291
C -5.644 0.175 5.500 0.000
C -3.213 2.264 -0.742 -0.143
H -3.954 -3.754 1.989 0.074
H 2.347 -2.521 -6.073 0.131
C -2.311 1.825 5.576 -0.131
C -3.303 -3.167 4.006 -0.233
C 2.088 1.663 -2.792 -0.068
H -3.484 -5.081 3.001 0.084
N 5.032 4.729 -3.720 -0.087
F 1.055 -2.621 4.110 -0.219
H -4.222 2.128 6.680 0.136
S 3.782 -5.412 3.935 0.508
C 5.007 2.528 -3.783 0.037
S 7.366 0.730 0.818 0.497
H -1.943 2.759 5.994 0.121
O -3.853 -4.728 -4.058 -0.300
C 1.024 -1.864 -2.427 -0.033
H 2.983 5.030 -4.082 0.166
H 1.292 -3.304 -0.187 0.101
H -4.005 0.621 3.091 0.114
N -3.874 3.309 -1.538 -0.035
H -2.699 6.361 -3.411 0.102
H -6.143 5.309 -2.633 0.140
O 3.583 -5.767 2.571 -0.287
N -0.505 -0.153 0.172 -0.268
H -2.188 4.020 -2.708 0.172
H 0.297 -1.425 -1.766 0.107
H -1.993 1.955 3.429 0.095
N 3.730 3.010 -3.999 -0.030
O 3.896 -6.471 4.879 -0.291
C -2.965 2.682 0.716 -0.043
N 2.980 -4.100 4.604 -0.283
C -3.671 6.060 -3.785 0.022
O -1.452 -4.667 -4.359 -0.308
S 0.754 0.420 1.149 0.493
N 2.110 -2.542 -1.919 -0.026
H -2.256 1.960 -1.163 0.126
O 7.578 0.065 2.055 -0.254
C -5.209 3.633 -1.560 0.023
F 1.728 0.795 -0.041 -0.194
H 4.467 -1.112 -6.514 0.082
C -4.115 -1.891 4.163 -0.192
F -2.719 -0.979 0.630 -0.227
S 1.977 -3.778 3.459 0.437
H -2.289 -2.956 3.660 0.108
C -4.059 1.253 3.979 -0.116
H 5.868 6.128 -2.458 0.112
O -1.571 -0.439 2.570 -0.302
H -2.854 3.193 4.062 0.115
H -2.505 -0.593 4.801 0.116
H -3.485 -1.309 6.159 0.141
H -3.348 0.640 7.107 0.133
H -4.154 -1.386 3.194 0.106
S -1.231 -1.001 1.288 0.438
H 2.429 -1.966 0.087 0.069
C 3.133 -2.414 -5.326 -0.151
H -2.072 3.308 0.688 0.088
H -5.138 -2.146 4.449 0.107
H -5.743 -0.572 6.282 0.115
N -2.440 -5.635 -2.100 -0.259
C -5.322 4.629 -2.474 -0.012
C -3.489 -0.901 5.150 -0.073
H 4.732 -0.953 -4.833 0.078
F 8.862 0.720 0.226 -0.226
H 2.604 1.441 -4.852 0.099
C 5.511 6.089 -3.485 0.029
H -3.192 -3.762 4.917 0.118
H 0.518 -1.572 -4.567 0.135
C -2.805 2.103 4.145 -0.149
H 6.312 6.297 -4.187 0.105
O 0.484 1.669 1.793 -0.289
N 6.790 -0.175 -0.434 -0.303
O -0.940 -2.388 1.285 -0.232
S -2.571 -5.236 -3.670 0.475
F 5.202 -4.716 3.903 -0.188
O 5.540 -1.920 0.877 -0.251
H 4.676 6.776 -3.593 0.097
H -4.956 1.825 3.725 0.131
O -0.851 -3.677 -1.819 -0.299
H -5.018 -4.312 3.330 0.070
N -4.080 4.933 -2.949 -0.093
H -6.133 -0.195 4.605 0.104
C 5.817 3.589 -3.621 0.023